Molecular formula: C2H5O2
Method: DFT, ωB97M-V with the def2-TZVPD basis set

Calculated values
E_tot (eV): -6239.79938
F_max (Eh/bohr): 0.064
Net charge: +1
Energy above the lowest of the compared OMol25 structures with the same formula, charge and spin (kcal/mol): 23.0
HOMO-LUMO gap (eV): 8.179
2S+1: 1

Geometry (Å):
1 C -2.10 -0.04 0.21
2 C 1.65 0.49 -0.08
3 O 2.08 -0.63 -0.43
4 O -1.13 0.08 -0.48
5 H -3.08 0.23 -0.08
6 H -2.04 -0.51 1.26
7 H 0.55 0.61 0.15
8 H 2.47 1.20 -0.22
9 H 1.59 -1.42 -0.34

These are the natural (NBO) partial charges, in e, on atoms 1 to 6: atom 1 (C): 0.35, atom 2 (C): 0.41, atom 3 (O): -0.48, atom 4 (O): -0.57, atom 5 (H): 0.15, atom 6 (H): 0.11